{"formula": "C6H10ClN2", "method": "ωB97M-V/def2-TZVPD", "symbols": ["C", "C", "C", "C", "C", "C", "N", "N", "Cl", "H", "H", "H", "H", "H", "H", "H", "H", "H", "H"], "positions_angstrom": [[-1.735, 0.548, -2.141], [-0.667, -0.247, -2.075], [-1.655, 1.440, 0.143], [-2.210, 1.384, -1.057], [0.231, -0.445, -0.895], [-0.135, 0.247, 0.333], [0.414, 0.162, 1.474], [2.531, -1.308, 2.051], [-3.591, 2.367, -1.398], [-2.306, 0.599, -3.055], [-0.385, -0.820, -2.946], [-1.885, 1.990, 1.028], [0.317, -1.520, -0.693], [1.242, -0.123, -1.177], [1.292, -0.478, 1.687], [0.055, 0.709, 2.250], [3.135, -1.515, 1.263], [2.267, -2.192, 2.477], [3.084, -0.797, 2.731]], "charge": 1, "e_homo_ev": [-9.56, -13.63], "total_energy_ev": -21875.353, "gap_ev": [6.026, 7.074], "multiplicity": 3, "s2": 2.015, "lumo_energy_ev": [-3.533, -6.554]}